C15H15CoN7O4 as an isolated structure, computed with ωB97M-V/def2-TZVPD.

**Total charge**: +1
**⟨S²⟩**: 6.05
**LUMO (spin up / spin down)**: -3.33 / -5.36 eV
**Frontier orbital gap (spin up / spin down)**: 7.63 / 6.10 eV
**Spin multiplicity**: 5
**HOMO (spin up / spin down)**: -10.964 / -11.461 eV

Cartesian coordinates (Å):
Co (0.587, -0.536, -0.405)
O (1.955, 0.344, -1.490)
C (1.808, 1.163, -2.466)
C (2.952, 1.409, -3.295)
C (2.848, 2.259, -4.333)
C (1.611, 2.948, -4.711)
C (0.512, 2.700, -3.922)
C (0.547, 1.801, -2.792)
C (-0.652, 1.669, -2.088)
N (-0.765, 0.922, -0.968)
N (-1.889, 1.018, -0.290)
C (-1.837, 0.164, 0.804)
O (-0.902, -0.680, 0.925)
C (-2.881, 0.205, 1.889)
C (-2.775, -0.731, 2.920)
C (-3.695, -0.662, 3.972)
C (-4.709, 0.248, 3.950)
C (-4.826, 1.196, 2.898)
C (-3.885, 1.196, 1.882)
H (3.892, 0.891, -3.174)
H (3.761, 2.399, -4.945)
H (1.423, 3.671, -5.526)
H (-0.463, 3.109, -4.146)
H (-1.545, 2.209, -2.414)
H (-1.971, -1.434, 2.878)
H (-3.705, -1.416, 4.763)
H (-5.479, 0.217, 4.708)
H (-5.691, 1.885, 2.918)
H (-3.876, 1.887, 1.089)
N (1.925, -0.298, 1.440)
N (2.352, -1.490, 1.950)
C (2.259, -2.538, 1.115)
N (2.910, -3.635, 1.519)
N (1.617, -2.351, -0.040)
N (1.700, -3.327, -1.054)
O (2.188, -4.406, -0.786)
O (1.224, -2.988, -2.082)
H (2.640, 0.381, 1.178)
H (1.421, 0.235, 2.155)
H (3.158, -1.536, 2.531)
H (3.345, -3.621, 2.495)
H (2.911, -4.472, 0.948)

One molecule with the formula C6H11N5, computed with ωB97M-V/def2-TZVPD.

**Energy relative to the best compared isomer or geometry (same formula, charge and spin)**: 54.0 kJ/mol
**LUMO**: 0.67 eV
**Frontier orbital gap**: 8.77 eV
**Spin multiplicity**: 1
**HOMO**: -8.107 eV
**SMILES string**: [H]/N=C(\N)NCCc1c[nH]cn1

Cartesian coordinates (Å):
C (-1.941, -0.725, 0.226)
C (-1.086, 1.570, -0.559)
C (0.348, 1.773, -0.036)
C (1.191, 0.585, -0.055)
C (2.323, 0.372, 0.684)
C (1.952, -1.431, -0.492)
H (-1.665, -2.273, -1.043)
H (-0.923, -0.878, -1.482)
H (-2.458, -2.281, 1.150)
H (-1.874, 0.961, 1.312)
H (-1.216, 1.187, -1.522)
H (-1.606, 2.579, -0.550)
H (0.743, 2.680, -0.533)
H (0.272, 2.071, 0.988)
H (2.652, 0.910, 1.549)
H (3.633, -1.243, 0.644)
H (1.906, -2.514, -0.470)
N (-1.751, -1.259, -1.016)
N (-2.350, -1.319, 1.269)
N (-1.819, 0.720, 0.341)
N (2.692, -0.906, 0.434)
N (0.976, -0.578, -0.838)

C18H16F6N5O3S3SbV as an isolated structure, computed with ωB97M-V/def2-TZVPD.

**⟨S²⟩**: 0.79
**Energy relative to the best compared isomer or geometry (same formula, charge and spin)**: 109.2 kJ/mol
**LUMO (spin up / spin down)**: -2.28 / -1.59 eV
**Frontier orbital gap (spin up / spin down)**: 5.60 / 6.34 eV
**Spin multiplicity**: 2
**HOMO (spin up / spin down)**: -7.886 / -7.927 eV

Cartesian coordinates (Å):
V (-0.411, 0.780, -0.327)
N (1.276, -2.117, 2.844)
C (1.265, -0.857, 2.331)
S (2.751, -0.119, 1.907)
N (0.043, -0.345, 2.207)
N (0.013, 0.889, 1.593)
C (0.253, 1.956, 2.268)
C (0.413, 3.262, 1.677)
C (0.526, 4.398, 2.485)
C (0.777, 5.630, 1.920)
C (0.941, 5.740, 0.538)
C (0.858, 4.632, -0.280)
C (0.585, 3.395, 0.293)
O (0.499, 2.300, -0.474)
H (2.157, -2.459, 3.182)
H (0.429, -2.459, 3.268)
H (0.393, 1.835, 3.339)
H (0.410, 4.295, 3.556)
H (0.852, 6.508, 2.545)
H (1.136, 6.709, 0.098)
H (0.968, 4.698, -1.353)
O (-0.209, -4.650, -0.804)
C (-1.478, -4.351, -0.457)
C (-2.368, -5.416, -0.325)
C (-3.681, -5.191, 0.033)
C (-4.143, -3.897, 0.271)
C (-3.268, -2.841, 0.140)
C (-1.934, -3.045, -0.227)
C (-1.061, -1.878, -0.364)
O (-1.554, -0.679, -0.155)
N (0.177, -2.015, -0.733)
N (0.762, -0.758, -0.872)
C (2.017, -0.766, -1.235)
S (2.892, 0.686, -1.576)
C (4.352, -0.171, -2.226)
C (4.482, -1.479, -1.478)
S (2.853, -2.265, -1.461)
H (0.301, -3.816, -0.847)
H (-1.995, -6.414, -0.511)
H (-4.356, -6.032, 0.129)
H (-5.172, -3.722, 0.550)
H (-3.599, -1.825, 0.311)
H (5.207, 0.481, -2.055)
H (4.221, -0.327, -3.296)
H (4.773, -1.320, -0.438)
H (5.179, -2.159, -1.965)
F (-1.225, 0.988, -2.322)
Sb (-2.738, 2.226, -2.086)
F (-3.866, 0.761, -1.851)
F (-3.082, 2.294, -3.911)
F (-4.032, 3.411, -1.465)
F (-1.465, 3.593, -2.180)
F (-2.125, 1.905, -0.211)

Number 1: total energy -72036.471 eV. Number 2: total energy -13850.421 eV. Number 3: total energy -113559.766 eV.